The following is a DFT calculation (wB97M-V/def2-TZVPD) of a 14-piece molecular cluster, C29H65Cl2F7N29O13P overall at a distorted geometry.

Element x y z (Å)
1 C -3.832 0.256 -0.410
2 C -3.762 0.253 -1.901
3 C -5.023 0.172 -2.692
4 N -2.671 0.313 -2.548
5 C -1.473 0.652 -1.957
6 N -1.204 1.932 -1.901
7 C 0.008 2.290 -1.406
8 C 0.357 3.652 -1.288
9 Cl -0.787 4.852 -1.744
10 C 1.570 4.037 -0.766
11 C 2.487 3.069 -0.301
12 C 3.763 3.616 0.319
13 F 3.850 4.931 -0.043
14 F 3.688 3.593 1.664
15 C 5.140 3.017 -0.118
16 F 5.604 2.181 0.831
17 F 5.036 2.376 -1.287
18 C 6.251 4.091 -0.291
19 F 6.070 4.817 -1.383
20 F 6.320 4.886 0.773
21 F 7.421 3.452 -0.408
22 C 2.136 1.736 -0.378
23 Cl 3.100 0.510 0.344
24 C 0.922 1.326 -0.951
25 N 0.617 -0.001 -1.020
26 C -0.531 -0.353 -1.510
27 P -1.053 -2.123 -1.598
28 C 0.185 -2.958 -2.640
29 C -0.656 -2.765 0.062
30 H -4.810 -0.064 -0.079
31 H -3.096 -0.428 -0.003
32 H -3.682 1.251 -0.001
33 H -4.970 -0.582 -3.464
34 H -5.864 -0.036 -2.041
35 H -5.190 1.147 -3.133
36 H 1.776 5.089 -0.695
37 H -0.126 -2.854 -3.673
38 H 1.186 -2.549 -2.518
39 H 0.191 -4.007 -2.377
40 H -1.201 -3.683 0.224
41 H 0.399 -2.992 0.142
42 H -0.947 -2.052 0.827
43 C 0.663 -6.499 0.623
44 O 0.915 -5.309 0.777
45 N -0.335 -7.101 1.333
46 N 1.339 -7.299 -0.246
47 H -0.562 -8.074 1.255
48 H -0.843 -6.534 1.984
49 H 2.100 -6.894 -0.769
50 H 1.131 -8.272 -0.361
51 C -1.663 1.861 2.550
52 O -2.119 0.762 2.276
53 N -1.675 2.358 3.819
54 N -1.090 2.655 1.589
55 H -1.305 3.256 4.062
56 H -2.068 1.772 4.538
57 H -1.069 2.305 0.650
58 H -0.700 3.558 1.781
59 C -2.733 0.581 7.403
60 O -2.713 1.274 6.404
61 N -3.883 0.320 8.094
62 N -1.597 0.000 7.908
63 H -3.913 -0.238 8.926
64 H -4.730 0.730 7.747
65 H -0.734 0.179 7.429
66 H -1.593 -0.569 8.734
67 C -0.189 -8.023 5.069
68 O -0.154 -8.813 4.142
69 N 0.799 -7.100 5.277
70 N -1.224 -7.985 5.966
71 H 0.784 -6.436 6.026
72 H 1.563 -7.093 4.628
73 H -1.965 -8.646 5.839
74 H -1.270 -7.334 6.727
75 C 2.366 8.361 0.036
76 O 1.778 7.873 -0.928
77 N 1.917 9.460 0.694
78 N 3.525 7.804 0.491
79 H 2.405 9.860 1.472
80 H 1.099 9.934 0.340
81 H 3.853 6.998 -0.004
82 H 4.037 8.148 1.280
83 C -2.146 -4.346 6.866
84 O -1.879 -5.507 6.622
85 N -1.181 -3.398 7.086
86 N -3.434 -3.884 6.934
87 H -1.391 -2.440 7.294
88 H -0.226 -3.695 7.029
89 H -4.168 -4.545 6.770
90 H -3.667 -2.925 7.110
91 C 4.973 -5.464 -0.180
92 O 4.493 -6.359 -0.864
93 N 4.203 -4.500 0.410
94 N 6.315 -5.365 0.034
95 H 4.584 -3.767 0.976
96 H 3.205 -4.562 0.277
97 H 6.899 -6.052 -0.400
98 H 6.738 -4.611 0.543
99 C -2.833 -5.933 -3.049
100 O -2.638 -4.743 -2.873
101 N -3.890 -6.591 -2.467
102 N -2.037 -6.720 -3.828
103 H -4.063 -7.569 -2.600
104 H -4.502 -6.052 -1.885
105 H -1.252 -6.283 -4.270
106 H -2.208 -7.701 -3.980
107 C -0.989 9.469 -3.311
108 O -2.124 9.813 -3.624
109 N 0.067 9.612 -4.180
110 N -0.657 8.983 -2.096
111 H 1.003 9.342 -3.943
112 H -0.127 9.992 -5.086
113 H -1.390 8.896 -1.418
114 H 0.293 8.752 -1.839
115 C -3.789 1.762 -5.899
116 O -4.419 0.738 -5.702
117 N -3.788 2.394 -7.120
118 N -3.028 2.358 -4.934
119 H -3.276 3.234 -7.303
120 H -4.333 1.980 -7.851
121 H -2.949 1.891 -4.045
122 H -2.505 3.198 -5.090
123 C 6.831 -1.821 1.461
124 O 6.790 -3.001 1.771
125 N 7.969 -1.071 1.594
126 N 5.751 -1.147 0.969
127 H 8.019 -0.102 1.346
128 H 8.783 -1.531 1.955
129 H 4.898 -1.657 0.842
130 H 5.782 -0.175 0.736
131 C -0.231 12.357 -0.598
132 O -0.179 11.335 0.072
133 N 0.086 13.577 -0.057
134 N -0.605 12.388 -1.908
135 H 0.051 14.433 -0.575
136 H 0.362 13.596 0.905
137 H -0.857 11.530 -2.372
138 H -0.648 13.240 -2.431
139 C -3.313 -9.177 -6.387
140 O -2.708 -9.194 -5.327
141 N -4.673 -9.282 -6.454
142 N -2.671 -9.052 -7.585
143 H -5.184 -9.265 -7.315
144 H -5.172 -9.372 -5.590
145 H -1.672 -8.971 -7.566
146 H -3.147 -9.033 -8.466

- maximum force (eV Å⁻¹) = 1.8
- HOMO level (hartree) = -0.26218
- LUMO (Ha) = -0.011
- HOMO-LUMO gap (eV) = 6.8
- calculated total energy (hartree) = -5671.50681
- multiplicity = 1

The following is a DFT calculation (wB97M-V/def2-TZVPD) of one molecule with the formula C5H8O.

Element x y z (Å)
1 C 1.381 0.294 0.656
2 C 0.041 0.159 -0.032
3 C -0.493 1.397 -0.656
4 O 0.062 2.471 -0.642
5 C -0.344 -1.125 -0.740
6 C -1.020 -0.761 0.535
7 H 1.882 -0.676 0.744
8 H 2.025 0.969 0.086
9 H 1.271 0.714 1.661
10 H -1.479 1.269 -1.160
11 H -0.913 -1.060 -1.664
12 H 0.397 -1.919 -0.724
13 H -0.755 -1.300 1.440
14 H -2.055 -0.431 0.495

- relative energy (zero: lowest compared OMol25 entry of this formula, charge and spin) (kcal per mole) = 23.6
- maximum force (eV Å⁻¹) = 0.5
- HOMO level (hartree) = -0.36051
- LUMO (Ha) = 0.036
- HOMO-LUMO gap (eV) = 10.8
- calculated total energy (hartree) = -270.52027
- SMILES string = CC1(C=O)CC1
- multiplicity = 1

The following is a DFT calculation (wB97M-V/def2-TZVPD) of one molecule with the formula H3O2PS at a distorted geometry.

Element x y z (Å)
1 O 1.082 0.374 0.678
2 P 0.090 -0.499 -0.224
3 O -0.476 0.493 -1.307
4 S -1.460 -0.861 1.275
5 H 0.991 0.698 1.515
6 H 0.817 -1.313 -1.027
7 H -1.045 1.108 -0.909

- relative energy (zero: lowest compared OMol25 entry of this formula, charge and spin) (kcal per mole) = 28.4
- maximum force (eV Å⁻¹) = 7.2
- HOMO level (hartree) = -0.31689
- LUMO (Ha) = 0.018
- HOMO-LUMO gap (eV) = 9.1
- calculated total energy (hartree) = -891.83793
- SMILES string = O[PH](O)=S
- multiplicity = 1